No. 1
Below is a cluster of 8 separate species, C35H75BN8O14S in total, with properties calculated with wB97M-V/def2-TZVPD.

Geometry as XYZ:
```
134
Properties=species:S:1:pos:R:3:lowdin_charge:R:1
C 3.869 3.637 1.211 0.069
C 2.945 2.643 1.595 -0.060
C 1.477 2.452 1.001 -0.229
B 0.536 2.327 2.352 -0.480
O 0.574 1.227 3.264 0.121
O -0.361 3.414 2.673 0.120
O 1.143 3.838 0.590 -0.193
S 1.317 3.976 -1.064 0.776
O 2.628 4.429 -1.612 -0.291
O 0.191 4.876 -1.449 -0.285
O 1.195 2.349 -1.382 -0.228
C 1.220 1.434 -0.207 -0.292
C 2.355 0.402 -0.654 -0.044
C 2.999 -0.474 0.515 -0.155
N 4.408 -0.048 0.794 -0.117
C 5.359 -0.505 -0.253 -0.206
C 6.012 -1.947 -0.001 -0.086
C 4.838 -0.378 2.149 -0.425
C 4.308 -1.601 3.028 -0.019
O 5.718 0.352 2.684 0.027
C -0.269 0.804 -0.335 -0.074
C -0.484 -0.524 0.532 -0.333
C -1.854 -0.294 1.378 -0.088
C -0.786 -1.833 -0.386 -0.070
H 4.969 3.446 1.395 0.087
H 3.546 4.628 0.771 0.069
H 3.287 1.893 2.394 0.110
H 1.204 0.535 2.989 0.078
H -0.730 3.161 3.555 0.118
H 3.117 0.960 -1.295 0.141
H 1.842 -0.340 -1.370 0.131
H 2.433 -0.398 1.497 0.099
H 3.059 -1.580 0.194 0.137
H 4.921 -0.488 -1.311 0.113
H 6.228 0.250 -0.251 0.129
H 6.999 -1.773 0.563 0.085
H 5.362 -2.615 0.658 0.071
H 6.253 -2.444 -1.007 0.073
H 3.633 -1.193 3.863 0.096
H 3.746 -2.318 2.348 0.070
H 5.214 -2.129 3.461 0.096
H -1.044 1.626 -0.128 0.145
H -0.446 0.503 -1.431 0.110
H 0.333 -0.750 1.286 0.107
H -2.761 -0.377 0.696 0.074
H -1.875 0.765 1.814 0.073
H -1.975 -1.032 2.231 0.089
H -0.415 -2.743 0.193 0.087
H -1.924 -1.948 -0.484 0.067
H -0.352 -1.752 -1.431 0.070
C 5.266 -3.324 -5.900 -0.062
N 4.880 -3.615 -4.533 -0.197
C 5.154 -4.929 -3.984 -0.047
C 4.265 -2.690 -3.752 -0.339
O 3.910 -2.860 -2.598 -0.016
H 4.754 -4.019 -6.570 0.093
H 6.348 -3.448 -6.001 0.093
H 4.997 -2.298 -6.168 0.039
H 4.214 -5.393 -3.676 0.091
H 5.796 -4.825 -3.106 0.088
H 5.647 -5.558 -4.726 0.086
H 4.103 -1.730 -4.269 0.136
C 1.856 -0.187 -9.737 -0.053
N 2.657 -0.299 -8.534 -0.195
C 2.189 0.331 -7.313 -0.032
C 3.836 -0.974 -8.508 -0.316
O 4.546 -1.098 -7.526 -0.020
H 1.740 0.869 -9.991 0.094
H 0.873 -0.628 -9.553 0.091
H 2.330 -0.706 -10.571 0.083
H 2.933 1.057 -6.978 0.098
H 2.071 -0.433 -6.540 0.092
H 1.235 0.834 -7.480 0.065
H 4.107 -1.415 -9.481 0.136
C 6.644 8.275 -2.317 -0.067
N 5.853 7.481 -1.399 -0.203
C 4.429 7.339 -1.638 -0.037
C 6.404 6.863 -0.319 -0.340
O 5.797 6.185 0.487 0.009
H 6.257 9.297 -2.329 0.087
H 6.567 7.844 -3.318 0.088
H 7.692 8.293 -2.015 0.082
H 3.880 7.726 -0.775 0.097
H 4.188 6.281 -1.759 0.071
H 4.134 7.887 -2.534 0.089
H 7.490 7.034 -0.229 0.129
C -6.877 -1.900 -0.736 -0.069
N -6.133 -1.936 0.504 -0.196
C -6.678 -1.266 1.673 -0.048
C -4.937 -2.577 0.610 -0.358
O -4.262 -2.645 1.619 0.001
H -7.009 -0.859 -1.044 0.086
H -7.856 -2.361 -0.579 0.088
H -6.351 -2.441 -1.524 0.080
H -5.971 -0.503 2.010 0.092
H -6.816 -1.998 2.478 0.041
H -7.635 -0.800 1.435 0.089
H -4.616 -3.051 -0.333 0.126
C -2.227 1.409 -4.195 -0.051
N -1.491 2.130 -5.214 -0.196
C -0.786 3.344 -4.846 -0.030
C -1.439 1.704 -6.506 -0.351
O -0.839 2.263 -7.407 -0.006
H -2.995 2.066 -3.778 0.094
H -1.537 1.106 -3.404 0.073
H -2.704 0.522 -4.613 0.084
H -1.172 4.177 -5.438 0.097
H 0.277 3.223 -5.065 0.096
H -0.918 3.557 -3.784 0.079
H -2.007 0.775 -6.678 0.130
C -9.200 -3.539 6.950 -0.055
N -8.435 -2.846 5.935 -0.186
C -7.785 -1.596 6.277 -0.041
C -8.305 -3.329 4.672 -0.299
O -7.677 -2.794 3.775 -0.006
H -10.006 -2.886 7.295 0.090
H -8.541 -3.781 7.786 0.059
H -9.630 -4.461 6.555 0.089
H -8.165 -0.804 5.626 0.093
H -6.709 -1.696 6.116 0.093
H -7.977 -1.337 7.319 0.086
H -8.835 -4.282 4.517 0.136
C -6.181 -3.164 11.317 -0.061
N -5.799 -3.290 9.925 -0.202
C -4.800 -2.387 9.385 -0.039
C -6.348 -4.230 9.107 -0.361
O -6.073 -4.389 7.932 0.013
H -6.585 -2.163 11.488 0.089
H -5.298 -3.313 11.944 0.090
H -6.937 -3.905 11.583 0.084
H -5.235 -1.826 8.555 0.084
H -3.956 -2.970 9.009 0.097
H -4.455 -1.695 10.154 0.089
H -7.094 -4.863 9.615 0.132
```

**2S+1**: 1
**Structure (SMILES)**: C=C[C@@]1(B(O)O)OS(=O)(=O)O[C@]1(CCN(CC)C(C)=O)CC(C)C.CN(C)C=O.CN(C)C=O.CN(C)C=O.CN(C)C=O.CN(C)C=O.CN(C)C=O.CN(C)C=O
**Lowest unoccupied orbital energy**: 0.47 eV
**Electronic energy**: -89606.149 eV

---

No. 2
Below is a cluster of 10 separate species, C35H75N5O10 in total, with properties calculated with wB97M-V/def2-TZVPD.

Geometry as XYZ:
```
125
Properties=species:S:1:pos:R:3:lowdin_charge:R:1
C 2.878 -0.823 1.997 -0.052
N 3.526 -1.990 1.486 -0.192
C 4.793 -1.747 0.876 -0.057
C 2.933 -3.240 1.335 -0.322
O 3.366 -4.171 0.728 0.025
H 2.572 -0.191 1.149 0.078
H 3.579 -0.274 2.663 0.095
H 1.980 -1.108 2.545 0.081
H 5.298 -2.699 0.697 0.092
H 4.764 -1.158 -0.022 0.070
H 5.355 -1.130 1.619 0.093
H 1.901 -3.256 1.762 0.135
C -3.302 -5.208 2.152 -0.023
N -2.581 -4.156 2.962 -0.160
C -1.152 -4.226 3.245 -0.064
C -3.210 -3.000 3.365 -0.344
O -2.769 -2.044 3.984 0.004
H -3.579 -6.119 2.795 0.107
H -2.623 -5.417 1.295 0.079
H -4.218 -4.853 1.758 0.044
H -0.687 -3.205 3.460 0.094
H -0.927 -4.861 4.160 0.100
H -0.642 -4.618 2.341 0.064
H -4.241 -3.064 3.068 0.117
C 2.067 -5.417 -1.731 -0.073
N 0.819 -5.110 -1.100 -0.167
C -0.143 -6.130 -0.663 -0.049
C 0.551 -3.786 -0.755 -0.330
O -0.346 -3.462 -0.040 0.016
H 1.977 -6.233 -2.419 0.079
H 2.802 -5.667 -0.983 0.073
H 2.364 -4.637 -2.369 0.073
H 0.007 -7.046 -1.251 0.085
H -0.127 -6.381 0.394 0.071
H -1.214 -5.780 -0.804 0.093
H 1.289 -3.119 -1.209 0.117
C 4.317 1.139 -3.459 -0.073
N 3.321 0.115 -3.470 -0.196
C 3.344 -0.601 -4.755 -0.045
C 2.506 -0.277 -2.415 -0.347
O 1.591 -1.026 -2.533 0.038
H 4.161 1.820 -4.292 0.089
H 5.303 0.673 -3.570 0.090
H 4.218 1.604 -2.490 0.074
H 3.094 0.023 -5.596 0.079
H 4.321 -1.141 -4.894 0.109
H 2.534 -1.279 -4.723 0.061
H 2.911 0.257 -1.501 0.140
C -0.912 -0.671 1.790 -0.043
N -0.302 0.214 0.849 -0.132
C -0.894 0.174 -0.495 -0.024
C 0.484 1.305 1.021 -0.353
O 1.074 1.630 2.047 -0.018
H -0.247 -0.906 2.605 0.080
H -1.131 -1.559 1.235 0.057
H -1.911 -0.344 2.085 0.082
H -0.834 -0.762 -1.015 0.076
H -2.001 0.355 -0.424 0.085
H -0.382 1.001 -0.999 0.062
H 0.773 1.857 0.098 0.128
C 3.829 3.139 1.659 -0.153
C 5.198 2.633 1.202 -0.188
C 5.862 2.051 2.434 -0.200
O 4.777 1.682 3.318 -0.191
C 3.836 2.811 3.176 -0.147
H 3.118 2.677 1.010 0.068
H 3.776 4.247 1.539 0.119
H 5.766 3.441 0.755 0.099
H 5.038 1.953 0.337 0.100
H 6.453 2.790 2.992 0.117
H 6.422 1.093 2.163 0.129
H 4.264 3.575 3.796 0.104
H 2.894 2.516 3.619 0.104
C -2.110 3.180 3.880 -0.152
C -2.219 1.759 4.587 -0.168
C -3.519 1.312 4.089 -0.206
O -3.617 1.804 2.680 -0.175
C -2.594 2.856 2.495 -0.193
H -1.098 3.547 3.938 0.103
H -2.825 3.916 4.267 0.112
H -2.106 1.743 5.686 0.119
H -1.346 1.154 4.152 0.127
H -4.251 1.727 4.762 0.110
H -3.566 0.190 4.012 0.106
H -3.063 3.685 2.051 0.091
H -1.748 2.419 1.882 0.113
C 0.644 3.210 -4.510 -0.128
C 1.415 4.239 -3.695 -0.153
C 1.330 3.674 -2.281 -0.225
O 1.254 2.293 -2.383 -0.178
C 0.461 2.015 -3.511 -0.176
H 1.270 2.946 -5.375 0.109
H -0.352 3.559 -4.763 0.074
H 1.019 5.286 -3.763 0.130
H 2.466 4.275 -3.966 0.097
H 0.354 4.016 -1.868 0.104
H 2.136 3.923 -1.546 0.136
H -0.623 2.051 -3.259 0.102
H 0.669 1.047 -3.922 0.104
C -4.830 -0.504 -0.671 -0.115
C -4.656 -1.888 -1.360 -0.149
C -3.793 -2.693 -0.374 -0.220
O -3.721 -1.972 0.798 -0.171
C -4.720 -1.020 0.786 -0.220
H -5.763 0.005 -0.986 0.123
H -3.954 0.077 -0.870 0.059
H -4.097 -1.850 -2.328 0.120
H -5.604 -2.354 -1.493 0.091
H -2.748 -2.756 -0.772 0.117
H -4.249 -3.683 -0.149 0.115
H -4.599 -0.338 1.661 0.124
H -5.654 -1.470 1.087 0.111
C -3.503 3.338 -1.409 -0.145
C -3.431 2.552 -2.763 -0.129
C -2.839 3.651 -3.663 -0.216
O -1.947 4.404 -2.884 -0.156
C -2.418 4.398 -1.552 -0.205
H -3.337 2.691 -0.562 0.079
H -4.527 3.708 -1.207 0.118
H -4.337 2.239 -3.189 0.094
H -2.740 1.767 -2.629 0.072
H -3.639 4.275 -4.066 0.122
H -2.216 3.224 -4.498 0.116
H -2.709 5.453 -1.227 0.141
H -1.583 4.041 -0.903 0.109
```

**2S+1**: 1
**Structure (SMILES)**: CN(C)C=O.CN(C)C=O.CN(C)C=O.CN(C)C=O.CN(C)C=O.C1CCOC1.C1CCOC1.C1CCOC1.C1CCOC1.C1CCOC1
**Lowest unoccupied orbital energy**: 0.57 eV
**Electronic energy**: -65432.777 eV